{
  "formula": "C32H57N14O4Ti",
  "method": "ωB97M-V/def2-TZVPD",
  "symbols": ["Ti", "C", "N", "C", "C", "N", "C", "C", "N", "C", "C", "N", "C", "N", "C", "C", "N", "C", "C", "C", "C", "N", "C", "N", "C", "C", "N", "C", "C", "N", "C", "C", "H", "H", "H", "H", "H", "H", "H", "H", "H", "H", "H", "H", "H", "H", "H", "H", "H", "H", "H", "H", "H", "H", "H", "H", "H", "H", "H", "H", "H", "H", "H", "H", "H", "H", "H", "H", "H", "H", "H", "H", "H", "H", "H", "H", "H", "H", "H", "H", "N", "C", "C", "N", "C", "C", "N", "H", "H", "H", "H", "H", "O", "C", "O", "C", "C", "C", "C", "C", "C", "N", "O", "O", "H", "H", "H", "H"],
  "xyz": [[0.263, -0.291, 0.006], [1.560, -0.275, 3.949], [0.118, -0.423, 4.031], [-0.402, -0.565, 5.393], [-0.660, -0.454, 2.946], [-0.345, 0.323, 1.840], [-0.010, 1.720, 2.200], [-0.277, 2.588, 0.997], [0.400, 1.970, -0.165], [1.850, 2.333, -0.169], [2.729, 1.142, -0.508], [2.312, -0.051, 0.261], [3.315, -0.659, 0.967], [4.285, 0.054, 1.576], [5.680, -0.402, 1.605], [4.097, 1.366, 2.177], [3.386, -1.993, 1.089], [3.941, -2.643, 2.278], [3.117, -2.911, -0.006], [-0.232, 2.384, -1.440], [0.326, 1.513, -2.534], [0.321, 0.102, -2.085], [0.113, -0.790, -3.100], [0.912, -1.878, -3.200], [0.472, -3.128, -3.818], [2.366, -1.727, -3.141], [-0.822, -0.610, -4.042], [-2.044, 0.167, -3.855], [-0.613, -1.009, -5.442], [-1.770, -1.196, 2.987], [-3.046, -0.767, 2.431], [-1.855, -2.439, 3.758], [2.024, -1.094, 4.502], [1.882, 0.669, 4.393], [1.867, -0.338, 2.912], [0.083, 0.188, 6.013], [-0.187, -1.549, 5.811], [-1.472, -0.383, 5.409], [1.036, 1.816, 2.498], [-0.611, 2.055, 3.048], [0.068, 3.614, 1.153], [-1.346, 2.633, 0.794], [2.101, 2.696, 0.823], [2.020, 3.159, -0.863], [3.768, 1.399, -0.315], [2.667, 0.905, -1.568], [5.822, -1.234, 0.923], [5.991, -0.691, 2.609], [6.310, 0.424, 1.274], [3.043, 1.562, 2.329], [4.538, 2.161, 1.572], [4.592, 1.374, 3.148], [4.021, -1.931, 3.093], [4.919, -3.082, 2.083], [3.252, -3.433, 2.573], [2.449, -2.458, -0.722], [2.665, -3.821, 0.387], [4.054, -3.191, -0.494], [-0.053, 3.446, -1.629], [-1.307, 2.234, -1.355], [1.351, 1.815, -2.767], [-0.235, 1.664, -3.452], [-0.613, -3.205, -3.775], [0.916, -3.953, -3.261], [0.794, -3.225, -4.856], [2.760, -1.512, -4.138], [2.812, -2.658, -2.802], [2.637, -0.923, -2.465], [-2.144, 0.490, -2.827], [-2.900, -0.452, -4.127], [-2.040, 1.039, -4.510], [0.429, -1.248, -5.622], [-0.877, -0.160, -6.071], [-1.244, -1.852, -5.719], [-3.345, -1.391, 1.589], [-2.990, 0.272, 2.133], [-3.803, -0.863, 3.211], [-0.862, -2.793, 4.009], [-2.343, -3.185, 3.127], [-2.454, -2.313, 4.660], [-4.048, -3.026, -2.183], [-3.682, -1.872, -1.586], [-2.366, -1.669, -1.116], [-2.000, -0.524, -0.556], [-2.928, 0.437, -0.453], [-4.212, 0.234, -0.931], [-4.592, -0.901, -1.495], [-3.503, -3.863, -2.065], [-5.026, -3.144, -2.402], [-1.625, -2.451, -1.196], [-2.660, 1.360, 0.035], [-4.957, 1.017, -0.851], [0.831, -2.711, 2.250], [0.360, -3.040, 1.190], [0.187, -2.118, 0.208], [-0.033, -4.423, 0.842], [-0.359, -4.779, -0.466], [-0.718, -6.080, -0.763], [-0.750, -7.002, 0.268], [-0.420, -6.684, 1.571], [-0.052, -5.379, 1.856], [-1.155, -8.398, -0.049], [-1.145, -9.186, 0.864], [-1.432, -8.630, -1.203], [-0.300, -4.040, -1.252], [-0.965, -6.404, -1.765], [-0.453, -7.451, 2.332], [0.220, -5.095, 2.863]],
  "atomic_forces_ev_per_a": [[-0.165, -0.304, -0.547], [0.005, 0.054, 0.028], [0.000, 0.056, -0.016], [0.000, -0.007, 0.003], [0.057, -0.006, 0.052], [-0.051, -0.073, 0.113], [0.024, -0.050, 0.062], [-0.025, 0.010, 0.029], [0.018, -0.021, 0.031], [0.008, -0.015, 0.007], [-0.009, -0.003, 0.053], [0.128, -0.064, 0.012], [-0.017, -0.007, 0.020], [-0.023, -0.003, -0.040], [-0.033, -0.045, 0.025], [-0.002, 0.011, -0.038], [-0.003, 0.082, -0.017], [0.060, 0.029, -0.023], [-0.004, -0.033, 0.015], [-0.021, -0.040, 0.022], [0.017, 0.018, -0.021], [-0.062, -0.029, -0.002], [0.118, 0.092, -0.100], [-0.029, -0.066, 0.113], [-0.023, 0.025, -0.011], [-0.003, 0.024, -0.011], [0.022, 0.042, 0.008], [-0.002, 0.003, -0.012], [-0.008, -0.050, 0.023], [0.006, -0.054, -0.079], [-0.012, 0.013, -0.023], [0.003, -0.011, -0.017], [-0.007, 0.000, -0.004], [-0.007, 0.007, 0.008], [0.000, 0.010, -0.030], [0.000, -0.001, -0.001], [0.003, 0.002, 0.003], [-0.003, -0.001, 0.001], [0.030, -0.005, 0.029], [-0.013, 0.005, -0.011], [0.003, -0.005, -0.007], [0.004, -0.004, 0.002], [0.013, 0.008, 0.029], [0.007, -0.008, -0.004], [0.017, 0.001, 0.009], [-0.007, 0.029, 0.009], [-0.009, -0.035, -0.007], [0.000, -0.009, 0.011], [0.000, 0.001, 0.000], [-0.044, 0.014, 0.001], [0.006, 0.005, -0.008], [-0.004, 0.002, 0.003], [0.015, 0.027, 0.006], [0.017, 0.009, -0.010], [0.006, 0.002, -0.001], [-0.052, 0.036, -0.065], [-0.020, -0.005, -0.007], [-0.001, 0.001, 0.002], [0.008, -0.001, -0.012], [0.009, 0.011, 0.000], [0.005, -0.022, -0.018], [-0.036, 0.028, 0.024], [-0.011, -0.001, -0.008], [-0.020, -0.014, 0.032], [0.005, 0.002, -0.006], [0.008, 0.010, 0.001], [0.016, -0.009, 0.010], [0.011, -0.016, 0.011], [-0.004, -0.006, 0.068], [-0.005, -0.004, 0.007], [-0.008, 0.004, 0.007], [0.012, -0.003, 0.007], [-0.009, 0.000, 0.002], [0.005, -0.010, 0.000], [-0.002, -0.005, -0.009], [0.001, 0.040, -0.057], [-0.006, 0.018, -0.005], [0.006, 0.000, 0.009], [-0.005, 0.006, -0.002], [0.003, -0.008, 0.003], [-0.010, -0.012, 0.019], [-0.014, 0.005, -0.031], [0.007, -0.037, 0.017], [0.025, -0.076, 0.080], [0.010, 0.041, 0.000], [0.019, 0.003, -0.012], [-0.001, 0.004, -0.005], [0.002, 0.004, -0.010], [0.004, 0.006, 0.001], [-0.008, 0.021, 0.010], [0.003, -0.013, 0.013], [-0.007, -0.003, 0.001], [-0.101, -0.048, 0.052], [0.165, -0.028, -0.081], [0.066, 0.446, 0.308], [-0.076, 0.002, 0.021], [0.020, -0.010, -0.024], [-0.017, -0.014, 0.004], [-0.062, 0.031, 0.017], [-0.006, 0.000, -0.001], [-0.020, -0.001, -0.003], [0.245, -0.047, -0.045], [-0.079, -0.007, 0.061], [-0.098, 0.024, -0.032], [0.023, 0.016, -0.041], [0.002, 0.005, 0.001], [-0.002, 0.002, 0.001], [0.000, -0.005, 0.000]],
  "lowdin_charge": [1.21, -0.02, -0.10, 0.00, -0.37, -0.04, -0.17, -0.14, -0.22, -0.12, -0.18, -0.02, -0.36, -0.13, 0.00, -0.02, -0.11, -0.01, -0.01, -0.14, -0.17, -0.03, -0.36, -0.12, -0.03, -0.01, -0.10, -0.01, 0.00, -0.10, 0.00, -0.02, 0.11, 0.11, 0.05, 0.11, 0.11, 0.10, 0.09, 0.15, 0.15, 0.11, 0.11, 0.15, 0.13, 0.09, 0.10, 0.11, 0.11, 0.05, 0.11, 0.12, 0.09, 0.11, 0.10, 0.05, 0.10, 0.12, 0.15, 0.10, 0.12, 0.12, 0.10, 0.09, 0.10, 0.11, 0.09, 0.07, 0.06, 0.11, 0.11, 0.10, 0.11, 0.11, 0.09, 0.08, 0.11, 0.09, 0.11, 0.11, 0.18, -0.35, -0.07, -0.01, -0.17, -0.07, 0.17, 0.11, 0.13, 0.09, 0.09, 0.13, 0.10, -0.49, -0.18, -0.14, -0.01, 0.03, -0.10, 0.05, 0.03, -0.34, 0.13, 0.11, 0.08, 0.13, 0.14, 0.13],
  "e_homo_ev": -16.423,
  "e_above_lowest_kj_mol": 3.9,
  "gap_ev": 7.466,
  "charge": 3
}

=====

{
  "formula": "H20O10",
  "method": "ωB97M-V/def2-TZVPD",
  "symbols": ["O", "H", "H", "O", "H", "H", "O", "H", "H", "O", "H", "H", "O", "H", "H", "O", "H", "H", "O", "H", "H", "O", "H", "H", "O", "H", "H", "O", "H", "H"],
  "xyz": [[-0.289, 0.003, 0.506], [-0.413, -0.029, 1.461], [0.570, 0.426, 0.395], [1.021, 1.757, 1.946], [0.735, 1.270, 2.728], [1.968, 1.878, 2.079], [-5.064, -0.386, 2.320], [-4.203, -0.797, 2.457], [-5.517, -0.986, 1.717], [0.987, -3.819, -1.415], [1.256, -4.504, -0.792], [0.601, -3.134, -0.857], [2.445, -1.085, 1.600], [1.987, -0.427, 1.065], [2.449, -0.706, 2.486], [-2.216, -1.046, 0.062], [-2.063, -1.903, -0.351], [-1.918, -1.166, 0.970], [0.972, 4.580, 0.343], [1.373, 5.424, 0.109], [1.038, 4.057, -0.463], [1.677, -2.491, -2.586], [2.537, -2.140, -2.329], [1.452, -1.999, -3.383], [-1.924, 2.632, -1.223], [-2.452, 3.395, -1.485], [-2.330, 1.895, -1.693], [1.650, -0.452, -1.584], [2.549, -0.166, -1.781], [1.123, -0.081, -2.301]],
  "atomic_forces_ev_per_a": [[1.312, 0.169, 0.113], [0.154, 0.280, -0.225], [-0.374, 0.296, 0.013], [0.531, 0.040, 0.334], [-0.030, 0.194, 0.065], [-0.003, 0.284, 0.048], [0.001, -0.183, 0.077], [-0.103, 0.101, -0.105], [0.067, 0.108, 0.006], [-1.568, -3.680, 3.457], [-0.324, -0.358, 0.355], [0.158, 0.064, -0.066], [0.165, 0.092, 0.214], [-0.020, -0.266, -0.071], [0.077, -0.129, -0.086], [-1.880, -1.147, -0.096], [-0.024, 0.042, 0.019], [-0.066, -0.040, -0.465], [0.227, 0.146, -0.140], [-0.054, -0.045, 0.054], [-0.190, -0.079, 0.102], [1.694, 1.604, -4.511], [-0.249, -0.188, -0.085], [0.268, 0.246, -0.329], [-0.062, 0.128, -0.258], [0.064, -0.031, 0.085], [0.063, -0.090, 0.207], [0.319, 2.248, 1.017], [-0.043, 0.210, 0.071], [-0.108, -0.016, 0.199]],
  "nbo_charge": [-0.92, 0.44, 0.47, -0.93, 0.46, 0.47, -0.93, 0.46, 0.47, -0.91, 0.45, 0.47, -0.93, 0.47, 0.46, -0.91, 0.46, 0.45, -0.93, 0.46, 0.47, -0.90, 0.46, 0.43, -0.93, 0.46, 0.47, -0.93, 0.46, 0.47],
  "e_homo_ev": -9.167,
  "smiles": "O.O.O.O.O.O.O.O.O.O",
  "e_above_lowest_kj_mol": 691.1,
  "gap_ev": 9.202
}

=====

{
  "formula": "CH3NO4S",
  "method": "ωB97M-V/def2-TZVPD",
  "symbols": ["C", "N", "O", "O", "O", "O", "S", "H", "H", "H"],
  "xyz": [[0.397, 0.111, -0.023], [0.496, -1.314, -1.904], [-0.194, -1.884, -2.700], [-3.058, -0.146, -0.606], [-1.729, 1.116, -2.248], [-0.289, -0.768, -0.907], [-2.245, -0.151, -1.793], [1.459, -0.262, -0.018], [-0.007, 0.081, 1.080], [0.305, 1.068, -0.402]],
  "atomic_forces_ev_per_a": [[1.496, -2.044, 2.511], [0.961, 0.708, 0.836], [-0.532, -1.369, -2.047], [0.366, -0.006, -0.224], [-0.193, -0.391, 0.162], [-0.448, -0.242, 2.047], [-1.122, 0.827, -0.395], [-0.972, 0.769, 0.219], [0.400, -0.367, -2.421], [0.044, 2.114, -0.688]],
  "nbo_charge": [-0.27, 0.23, -0.17, -0.86, -0.88, -0.40, 1.71, 0.21, 0.22, 0.20],
  "e_homo_ev": [-8.808, -11.173],
  "spin_multiplicity": 3,
  "e_above_lowest_kj_mol": 67.1,
  "gap_ev": [8.723, 8.077]
}

=====

{
  "formula": "C23H34N4O3",
  "method": "ωB97M-V/def2-TZVPD",
  "symbols": ["C", "C", "C", "C", "C", "N", "C", "O", "N", "C", "C", "C", "C", "O", "N", "C", "C", "N", "C", "C", "C", "C", "C", "C", "C", "C", "C", "C", "C", "O", "H", "H", "H", "H", "H", "H", "H", "H", "H", "H", "H", "H", "H", "H", "H", "H", "H", "H", "H", "H", "H", "H", "H", "H", "H", "H", "H", "H", "H", "H", "H", "H", "H", "H"],
  "xyz": [[-6.818, -2.674, -0.043], [-7.602, -1.370, 0.053], [-7.157, -0.319, -0.966], [-5.667, 0.018, -0.925], [-5.229, 0.580, 0.425], [-3.801, 0.879, 0.423], [-2.957, -0.175, 0.704], [-3.351, -1.291, 0.957], [-1.615, 0.115, 0.683], [-1.084, 1.351, 0.401], [0.292, 1.566, 0.401], [0.793, 2.827, 0.120], [2.266, 3.111, 0.158], [2.709, 4.158, 0.589], [3.034, 2.130, -0.355], [4.472, 2.104, -0.248], [4.890, 0.869, 0.571], [4.175, -0.315, 0.112], [4.923, -1.211, -0.769], [5.599, -0.462, -1.917], [3.956, -2.234, -1.379], [3.191, -3.008, -0.316], [2.483, -2.015, 0.595], [3.474, -1.009, 1.190], [4.387, -1.674, 2.233], [-0.081, 3.883, -0.149], [-1.441, 3.669, -0.165], [-1.957, 2.402, 0.107], [-3.406, 2.172, 0.099], [-4.224, 3.027, -0.161], [-5.784, -2.535, 0.261], [-6.834, -3.053, -1.063], [-7.262, -3.425, 0.607], [-8.662, -1.576, -0.119], [-7.513, -0.967, 1.064], [-7.392, -0.682, -1.969], [-7.732, 0.596, -0.803], [-5.080, -0.875, -1.142], [-5.452, 0.762, -1.696], [-5.405, -0.147, 1.218], [-5.756, 1.512, 0.640], [-0.998, -0.656, 0.903], [0.950, 0.748, 0.654], [2.632, 1.250, -0.640], [4.908, 2.079, -1.249], [4.786, 3.021, 0.254], [5.978, 0.745, 0.530], [4.623, 1.065, 1.612], [5.709, -1.749, -0.209], [6.370, 0.218, -1.566], [4.863, 0.097, -2.489], [6.070, -1.184, -2.580], [4.519, -2.921, -2.012], [3.245, -1.698, -2.012], [3.876, -3.631, 0.261], [2.461, -3.670, -0.786], [1.964, -2.533, 1.403], [1.742, -1.473, 0.002], [2.893, -0.239, 1.717], [3.783, -2.077, 3.041], [5.078, -0.946, 2.653], [4.967, -2.484, 1.802], [0.334, 4.860, -0.338], [-2.138, 4.465, -0.378]],
  "atomic_forces_ev_per_a": [[-0.157, 0.173, 0.123], [0.041, -0.023, -0.199], [0.105, -0.045, 0.131], [-0.149, 0.102, 0.109], [-0.336, -0.176, -0.146], [-0.214, 0.059, 0.073], [0.429, -0.060, 0.054], [-0.179, -0.278, 0.050], [0.200, -0.279, 0.095], [-0.215, 0.577, -0.195], [0.009, 0.123, -0.041], [-0.377, -0.022, 0.161], [0.031, -0.100, -0.200], [-0.044, 0.263, 0.127], [0.080, -0.296, -0.056], [0.234, 0.000, 0.185], [-0.056, 0.308, -0.211], [0.057, -0.050, -0.081], [-0.048, -0.087, -0.437], [-0.018, -0.135, 0.308], [0.213, -0.160, 0.314], [-0.137, 0.171, -0.143], [0.173, -0.010, 0.155], [-0.327, -0.161, 0.265], [-0.138, 0.217, -0.245], [0.110, 0.033, -0.009], [0.001, -0.206, 0.037], [0.433, -0.039, 0.038], [0.062, 0.052, 0.007], [-0.002, 0.075, -0.049], [0.161, -0.042, 0.003], [0.037, -0.092, -0.121], [0.018, -0.121, 0.033], [-0.014, 0.049, 0.101], [-0.085, 0.011, 0.068], [-0.071, 0.046, -0.032], [-0.054, 0.046, -0.094], [0.069, 0.002, -0.031], [0.065, -0.023, -0.002], [-0.003, 0.123, -0.037], [0.068, -0.132, 0.029], [-0.218, 0.065, -0.042], [0.123, -0.105, 0.023], [-0.096, 0.093, 0.024], [0.047, 0.034, 0.101], [0.017, -0.066, -0.110], [-0.013, -0.008, 0.073], [0.036, -0.044, -0.020], [-0.062, 0.013, -0.029], [0.088, 0.113, -0.031], [-0.095, 0.087, -0.091], [0.056, -0.042, -0.056], [0.026, 0.026, -0.074], [0.002, 0.067, -0.085], [0.014, -0.085, 0.008], [0.037, -0.065, 0.043], [-0.062, 0.018, 0.032], [-0.070, 0.051, -0.003], [0.060, -0.075, -0.074], [-0.025, -0.060, 0.111], [0.092, 0.034, 0.078], [0.091, -0.104, 0.010], [0.031, 0.092, 0.000], [-0.054, 0.067, -0.028]],
  "nbo_charge": [-0.62, -0.39, -0.39, -0.41, -0.23, -0.46, 0.80, -0.63, -0.62, 0.28, -0.22, -0.09, 0.66, -0.62, -0.61, -0.23, -0.22, -0.49, -0.04, -0.61, -0.40, -0.40, -0.40, -0.02, -0.64, -0.22, -0.11, -0.23, 0.68, -0.59, 0.22, 0.20, 0.21, 0.20, 0.19, 0.20, 0.20, 0.21, 0.21, 0.22, 0.23, 0.42, 0.20, 0.41, 0.19, 0.24, 0.19, 0.20, 0.17, 0.21, 0.21, 0.22, 0.21, 0.20, 0.20, 0.21, 0.21, 0.19, 0.19, 0.22, 0.21, 0.20, 0.24, 0.24],
  "e_homo_ev": -8.920,
  "smiles": "CCCCCn1c(=O)[nH]c2cc(C(=O)NCCN3[C@H](C)CCC[C@H]3C)ccc2c1=O",
  "e_above_lowest_kj_mol": 19.7,
  "gap_ev": 8.973
}

=====

no.,total energy (eV)
1,-86253.546
2,-20795.450
3,-21594.543
4,-36508.866